{"formula": "C9H23BINO5PS", "method": "ωB97M-V/def2-TZVPD", "elements": ["C", "C", "O", "B", "O", "S", "C", "C", "C", "C", "N", "C", "C", "O", "P", "O", "I", "H", "H", "H", "H", "H", "H", "H", "H", "H", "H", "H", "H", "H", "H", "H", "H", "H", "H", "H", "C", "O", "H", "H", "H", "H"], "coordinates": [[-3.758, -3.401, -2.602], [-2.999, -2.821, -3.792], [-2.204, -1.656, -3.419], [-1.093, -1.839, -2.718], [-0.115, -2.756, -2.907], [-0.836, -0.530, -1.286], [0.759, 0.260, -1.712], [1.489, 0.898, -0.530], [2.382, 2.060, -0.985], [2.736, 3.000, 0.181], [2.072, 4.304, 0.024], [2.237, 5.164, 1.124], [0.980, 5.721, 1.728], [3.339, 5.430, 1.549], [-0.631, -1.960, 0.432], [0.597, -1.329, 1.236], [-2.584, -1.211, 1.684], [-4.820, -3.183, -2.683], [-3.608, -4.478, -2.551], [-3.421, -2.972, -1.656], [-3.692, -2.472, -4.552], [-2.357, -3.559, -4.272], [0.123, -3.295, -2.141], [0.471, 1.039, -2.421], [1.381, -0.448, -2.258], [2.131, 0.138, -0.084], [0.793, 1.191, 0.258], [3.317, 1.633, -1.349], [1.903, 2.627, -1.785], [3.808, 3.138, 0.274], [2.405, 2.535, 1.118], [1.076, 4.153, -0.095], [0.215, 5.914, 0.974], [0.582, 5.032, 2.473], [1.214, 6.663, 2.218], [0.390, -1.055, 2.141], [-0.689, -3.903, 5.007], [-0.420, -3.317, 3.729], [-0.099, -4.812, 5.067], [-0.395, -3.236, 5.819], [-1.745, -4.159, 5.109], [-0.931, -2.510, 3.649]], "e_tot_ha": -1849.63006, "orbital_gap_ev": 7.63, "charge": 1}


{"formula": "C2H2Br3NO", "method": "ωB97M-V/def2-TZVPD", "elements": ["C", "C", "N", "O", "Br", "Br", "Br", "H", "H"], "coordinates": [[0.193, 0.448, 0.689], [0.003, -0.845, -0.262], [0.041, 1.714, 0.044], [-0.522, 1.686, -1.012], [0.693, -2.451, 0.390], [0.998, -0.552, -1.927], [-1.953, -0.993, -0.396], [-0.674, 0.546, 1.431], [1.221, 0.445, 1.043]], "e_tot_ha": -7929.32607, "orbital_gap_ev": 9.16, "charge": 0, "e_above_lowest_kcal_mol": 23.5}


{"formula": "C2H8S3", "method": "ωB97M-V/def2-TZVPD", "elements": ["S", "S", "H", "H", "C", "C", "S", "H", "H", "H", "H", "H", "H"], "coordinates": [[-2.644, -0.283, 0.082], [-4.134, 0.854, -0.782], [-1.738, -0.287, -0.912], [-3.597, 2.044, -0.478], [1.809, -0.661, 1.014], [1.225, 0.392, 0.071], [1.194, -0.140, -1.666], [2.650, -1.216, 0.598], [1.047, -1.402, 1.244], [2.046, -0.201, 1.978], [0.188, 0.570, 0.378], [1.798, 1.314, 0.095], [0.157, -0.984, -1.623]], "e_tot_ha": -1275.53912, "orbital_gap_ev": 9.46, "smiles": "CCS.SS", "charge": 0, "e_above_lowest_kcal_mol": 4.8}


{"formula": "C10H20O2Si", "method": "ωB97M-V/def2-TZVPD", "elements": ["C", "C", "C", "C", "C", "C", "C", "C", "C", "C", "O", "O", "Si", "H", "H", "H", "H", "H", "H", "H", "H", "H", "H", "H", "H", "H", "H", "H", "H", "H", "H", "H", "H"], "coordinates": [[-2.279, 0.972, -2.600], [-1.259, 0.280, -2.055], [-3.019, 0.120, -3.739], [-1.013, -1.035, -2.616], [-2.223, -1.224, -3.640], [2.789, -0.033, -0.270], [3.120, -0.816, 2.148], [-0.129, 2.916, 2.954], [-1.049, -1.507, 2.335], [2.529, 0.292, 1.294], [0.778, 1.952, 2.516], [-0.083, -0.465, 2.558], [0.687, 0.611, 1.618], [-2.535, 1.991, -2.366], [-4.112, -0.122, -3.576], [-3.029, 0.647, -4.763], [-0.008, -1.318, -3.125], [-1.049, -1.788, -1.888], [-2.907, -1.962, -3.276], [-1.798, -1.642, -4.625], [2.403, -1.101, -0.458], [2.154, 0.564, -0.881], [3.872, 0.090, -0.584], [2.449, -1.526, 2.521], [3.619, -0.392, 3.077], [4.065, -1.220, 1.646], [-1.150, 2.687, 3.023], [-0.064, 3.816, 2.460], [0.284, 3.207, 4.001], [-0.826, -2.133, 1.465], [-2.145, -1.079, 2.169], [-1.044, -2.104, 3.177], [2.971, 1.323, 1.500]], "e_tot_ha": -832.76040, "orbital_gap_ev": [5.10, 2.83], "charge": 0, "e_above_lowest_kcal_mol": 135.2}


{"formula": "C2H2F2S2", "method": "ωB97M-V/def2-TZVPD", "elements": ["C", "C", "F", "F", "S", "S", "H", "H"], "coordinates": [[1.129, 0.706, -0.537], [-1.182, -0.326, -0.709], [1.532, 1.378, -1.587], [-1.696, -0.042, -1.862], [0.504, -1.052, -0.825], [-0.578, 1.296, 0.007], [1.866, 0.918, 0.381], [-1.749, -1.032, -0.117]], "e_tot_ha": -1073.46271, "orbital_gap_ev": 9.53, "charge": 0, "e_above_lowest_kcal_mol": 19.4}


{"formula": "C3H8N4", "method": "ωB97M-V/def2-TZVPD", "elements": ["C", "C", "C", "N", "N", "N", "N", "H", "H", "H", "H", "H", "H", "H", "H"], "coordinates": [[0.110, -1.525, 0.683], [1.088, 0.584, -0.039], [-1.068, 0.668, -1.117], [-1.939, -0.834, 1.814], [0.009, 1.233, -0.783], [1.046, -0.890, 0.033], [-0.971, -1.118, 1.179], [0.229, -2.639, 0.720], [2.125, 0.862, -0.334], [0.740, 0.993, 1.028], [-1.410, -0.455, -1.064], [-1.843, 1.237, -1.745], [-1.623, -0.591, 2.785], [0.265, 2.146, -1.134], [1.872, -1.296, -0.344]], "e_tot_ha": -337.32019, "orbital_gap_ev": 9.38, "smiles": "C=[NH+]CNC=[N+]=N", "charge": 2, "e_above_lowest_kcal_mol": 74.8}


{"formula": "C3H3F2N", "method": "ωB97M-V/def2-TZVPD", "elements": ["C", "C", "C", "N", "F", "F", "H", "H", "H"], "coordinates": [[1.518, 0.632, 0.122], [-0.707, -0.918, 0.039], [0.083, 0.619, -0.008], [2.627, 0.658, 0.340], [-1.993, -0.626, -0.034], [-0.301, 1.155, -1.233], [-0.450, -1.372, 0.892], [-0.580, -1.497, -0.815], [-0.197, 1.349, 0.697]], "e_tot_ha": -370.53404, "orbital_gap_ev": 12.68, "smiles": "N#C[C@@H](F)CF", "charge": 0, "e_above_lowest_kcal_mol": 35.1}


{"formula": "C44H38As2PRe", "method": "ωB97M-V/def2-TZVPD", "elements": ["Re", "C", "C", "C", "C", "C", "C", "P", "C", "C", "C", "C", "C", "C", "C", "C", "C", "C", "C", "C", "H", "H", "H", "H", "H", "H", "H", "H", "H", "H", "H", "H", "H", "H", "C", "C", "As", "C", "C", "C", "C", "C", "C", "C", "C", "C", "C", "C", "C", "As", "C", "C", "C", "C", "C", "C", "C", "C", "C", "C", "C", "C", "H", "H", "H", "H", "H", "H", "H", "H", "H", "H", "H", "H", "H", "H", "H", "H", "H", "H", "H", "H", "H", "H", "H", "H"], "coordinates": [[-0.157, 0.143, 0.256], [1.082, -3.943, -0.523], [0.826, -2.833, -1.309], [1.307, -1.583, -0.905], [2.054, -1.453, 0.299], [2.279, -2.584, 1.081], [1.818, -3.819, 0.653], [2.225, 0.265, 0.851], [3.806, 1.043, 0.715], [3.962, 2.314, 1.278], [5.189, 2.943, 1.177], [6.240, 2.314, 0.514], [6.074, 1.055, -0.050], [4.853, 0.410, 0.045], [1.446, 0.267, 2.478], [1.940, 0.205, 3.767], [1.022, 0.133, 4.814], [-0.352, 0.113, 4.572], [-0.859, 0.185, 3.281], [0.049, 0.269, 2.221], [0.723, -4.917, -0.828], [0.287, -2.935, -2.242], [1.301, -0.750, -1.624], [2.813, -2.501, 2.020], [2.025, -4.701, 1.244], [3.144, 2.799, 1.801], [5.334, 3.920, 1.617], [7.199, 2.808, 0.445], [6.900, 0.575, -0.556], [4.724, -0.574, -0.388], [3.004, 0.224, 3.963], [1.380, 0.089, 5.834], [-1.033, 0.046, 5.410], [-1.929, 0.183, 3.110], [-2.028, 2.771, -1.239], [-3.080, 2.226, -0.284], [-2.738, 0.315, -0.073], [-3.865, -0.382, 1.301], [-4.644, 0.464, 2.086], [-5.451, -0.084, 3.075], [-5.475, -1.457, 3.274], [-4.696, -2.296, 2.488], [-3.886, -1.763, 1.498], [-3.231, -0.433, -1.764], [-2.253, -0.722, -2.710], [-2.614, -1.192, -3.964], [-3.956, -1.381, -4.264], [-4.934, -1.098, -3.319], [-4.577, -0.622, -2.067], [-0.261, 2.565, -0.435], [1.066, 2.761, -1.791], [2.203, 3.530, -1.571], [3.181, 3.584, -2.555], [3.027, 2.871, -3.735], [1.889, 2.101, -3.951], [0.903, 2.044, -2.978], [-0.081, 3.944, 0.876], [0.198, 3.712, 2.218], [0.305, 4.789, 3.087], [0.138, 6.084, 2.619], [-0.135, 6.315, 1.277], [-0.245, 5.248, 0.400], [-2.160, 3.833, -1.452], [-2.033, 2.238, -2.193], [-4.085, 2.349, -0.690], [-3.036, 2.716, 0.691], [-4.646, 1.536, 1.937], [-6.069, 0.564, 3.681], [-6.113, -1.877, 4.040], [-4.727, -3.367, 2.641], [-3.296, -2.425, 0.873], [-1.196, -0.584, -2.480], [-1.858, -1.413, -4.706], [-4.242, -1.754, -5.239], [-5.977, -1.251, -3.560], [-5.348, -0.414, -1.334], [2.327, 4.095, -0.654], [4.061, 4.194, -2.403], [3.789, 2.926, -4.501], [1.762, 1.568, -4.883], [-0.002, 1.474, -3.173], [0.329, 2.707, 2.599], [0.516, 4.614, 4.133], [0.222, 6.920, 3.301], [-0.260, 7.325, 0.912], [-0.444, 5.447, -0.648]], "e_tot_ha": -6589.64070, "spin_multiplicity": 4, "orbital_gap_ev": [6.64, 6.04], "charge": 3, "e_above_lowest_kcal_mol": 1.7, "s2": 3.81}


{"formula": "C4H8O2", "method": "ωB97M-V/def2-TZVPD", "elements": ["C", "O", "C", "C", "C", "O", "H", "H", "H", "H", "H", "H", "H", "H"], "coordinates": [[-0.024, 1.668, 0.508], [1.100, 1.181, 0.108], [1.534, -0.057, 0.186], [0.575, -1.177, 0.445], [0.010, -1.308, -0.951], [-0.961, -0.712, -1.369], [-0.724, 1.049, 1.051], [-2.728, 0.855, 0.117], [-0.155, 2.729, 0.363], [2.473, -0.194, -0.331], [-0.196, -0.950, 1.189], [1.115, -2.076, 0.757], [0.652, -1.890, -1.643], [-2.336, 0.395, -0.321]], "e_tot_ha": -307.50787, "orbital_gap_ev": [8.15, 7.79], "charge": 0, "e_above_lowest_kcal_mol": 128.4}


Which formula does entry 6 have? C3H8N4


Which of these has the highest charge? C44H38As2PRe